1 | Entry from the Open Molecules 2025 dataset: the ion C7H13NO6P with charge -1 (wB97M-V/def2-TZVPD).

## Properties
LUMO: 3.27 eV
Kohn-Sham gap: 8.53 eV
total charge: -1
structure (SMILES): CCOC(=O)[C@@H](C)N[P@@](=O)([O-])C(=O)OC

Cartesian coordinates (Å):
C  2.2910  1.2270  1.7114
C  1.2610  1.7770  0.7695
O  0.1588  0.9742  0.9720
C  -0.7781  0.8729  0.0135
O  -0.7222  1.4812  -1.0359
C  -1.8091  -0.0418  0.5561
C  -3.1713  0.5900  0.1941
N  -1.8187  -1.2987  -0.0227
P  -0.3978  -2.3951  0.3489
O  -0.2705  -2.4141  1.8246
O  -0.4978  -3.7203  -0.3361
C  0.9552  -1.4895  -0.4524
O  2.0427  -1.2766  0.0233
O  0.6051  -1.3287  -1.6918
C  1.4321  -0.4404  -2.4480
H  2.2996  0.2059  1.5043
H  3.2319  1.4996  1.5474
H  2.1163  1.5382  2.6571
H  1.5959  1.6646  -0.3963
H  1.0648  2.7575  1.0199
H  -1.7765  -0.2516  1.7093
H  -3.1782  0.9206  -0.9184
H  -4.0230  -0.1771  0.4582
H  -3.2286  1.5738  0.7713
H  -2.3527  -1.4393  -0.8742
H  1.8161  -1.0937  -3.3093
H  2.2368  -0.1559  -1.6459
H  0.9170  0.4403  -2.9499

natural (NBO) charges, unit e, in atom order:
1. C -0.637
2. C -0.054
3. O -0.505
4. C 0.795
5. O -0.628
6. C -0.178
7. C -0.614
8. N -0.958
9. P 2.202
10. O -1.150
11. O -1.141
12. C 0.445
13. O -0.626
14. O -0.501
15. C -0.314
16. H 0.265
17. H 0.194
18. H 0.193
19. H 0.175
20. H 0.164
21. H 0.246
22. H 0.218
23. H 0.221
24. H 0.197
25. H 0.386
26. H 0.180
27. H 0.221
28. H 0.203

2 | Entry from the Open Molecules 2025 dataset: the ion C7H13NO6P with charge -1 (wB97M-V/def2-TZVPD).

## Properties
LUMO: 3.30 eV
Kohn-Sham gap: 8.74 eV
total charge: -1
structure (SMILES): CO/N=C1/C(=O)OP([O-])(OC)(OC)[C@@H]1C

Cartesian coordinates (Å):
C  -3.9943  1.7595  0.0197
O  -2.7117  1.2209  0.2257
N  -1.8465  1.6999  -0.7294
C  -0.7944  1.0404  -0.9592
C  0.3699  1.5480  -1.7050
O  0.2680  2.5028  -2.4751
O  1.4751  0.9690  -1.4099
P  1.2461  -0.7295  -0.1132
O  2.1242  -1.5824  -1.0209
O  1.8374  0.2383  1.0179
C  3.1014  0.9028  0.6943
O  0.6522  -1.8200  1.1080
C  1.7464  -2.2381  1.9657
C  -0.5944  -0.4699  -0.3160
C  -1.1276  -1.4956  -1.2137
H  -3.9446  2.8136  -0.0816
H  -4.6729  1.4467  0.9402
H  -4.4082  1.3710  -0.9759
H  3.5330  0.2916  0.0059
H  3.7327  1.0377  1.6641
H  2.9593  1.8970  0.2291
H  2.6592  -2.4210  1.3234
H  1.3676  -3.0300  2.6713
H  2.0843  -1.3062  2.4782
H  -1.1388  -0.3014  0.6284
H  -2.2005  -1.5198  -0.9587
H  -0.9040  -1.3068  -2.1593
H  -0.8191  -2.5183  -0.8538

natural (NBO) charges, unit e, in atom order:
1. C -0.240
2. O -0.413
3. N -0.138
4. C 0.152
5. C 0.707
6. O -0.666
7. O -0.735
8. P 2.342
9. O -1.116
10. O -0.837
11. C -0.239
12. O -0.851
13. C -0.288
14. C -0.593
15. C -0.614
16. H 0.181
17. H 0.180
18. H 0.169
19. H 0.197
20. H 0.162
21. H 0.201
22. H 0.188
23. H 0.176
24. H 0.176
25. H 0.263
26. H 0.200
27. H 0.208
28. H 0.228

Which structure is the least stable? The one labeled 2.

1 | Entry from the Open Molecules 2025 dataset: a structure of composition C16H22N4O2S (wB97M-V/def2-TZVPD).

## Properties
LUMO: 0.62 eV
Kohn-Sham gap: 9.81 eV

Cartesian coordinates (Å):
C  -0.8559  0.3756  -3.2981
C  -1.0690  0.9109  -1.8883
C  -1.9125  -0.0086  -0.9800
C  -3.3732  -0.1101  -1.4590
C  -1.3296  -1.3587  -0.9474
N  -0.8943  -2.4209  -0.8864
C  -1.9534  0.5961  0.4423
O  -2.0794  1.7971  0.5791
N  -1.9290  -0.2825  1.4754
C  -2.1403  0.1535  2.8506
C  -1.1218  -0.4034  3.8146
C  0.1205  0.0380  3.9360
C  0.7476  1.1059  3.0881
N  2.1006  0.7434  2.6046
C  2.2976  -0.6244  2.3228
O  2.8481  -1.3839  3.0765
C  1.6528  -1.0621  1.0273
C  2.1395  -0.3502  -0.1979
C  2.2278  -0.8686  -1.4552
C  2.6238  0.1262  -2.3934
C  2.8091  -0.1099  -3.8599
N  2.8343  1.3170  -1.8833
S  2.5852  1.2978  -0.2627
H  -0.2466  1.0812  -3.8643
H  -0.3315  -0.5829  -3.2885
H  -1.7946  0.2448  -3.8374
H  -0.1065  1.0881  -1.4099
H  -1.5834  1.8716  -1.9109
H  -3.9677  -0.7211  -0.7801
H  -3.7927  0.8945  -1.4924
H  -3.4205  -0.5551  -2.4509
H  -1.8262  -1.2672  1.2879
H  -2.1181  1.2415  2.8253
H  -3.1410  -0.1385  3.1759
H  -1.4505  -1.2041  4.4683
H  0.7674  -0.4155  4.6814
H  0.1082  1.3622  2.2414
H  0.8759  2.0213  3.6672
H  2.7712  0.9804  3.3283
H  1.7729  -2.1379  0.9213
H  0.5800  -0.8628  1.1435
H  1.9966  -1.8943  -1.7047
H  2.5585  -1.1346  -4.1293
H  2.1765  0.5678  -4.4337
H  3.8437  0.0821  -4.1441

natural (NBO) charges, unit e, in atom order:
1. C -0.617
2. C -0.378
3. C -0.263
4. C -0.582
5. C 0.317
6. N -0.345
7. C 0.710
8. O -0.620
9. N -0.621
10. C -0.278
11. C -0.200
12. C -0.186
13. C -0.272
14. N -0.671
15. C 0.722
16. O -0.550
17. C -0.551
18. C -0.202
19. C -0.320
20. C 0.197
21. C -0.645
22. N -0.628
23. S 0.670
24. H 0.225
25. H 0.212
26. H 0.204
27. H 0.224
28. H 0.234
29. H 0.221
30. H 0.233
31. H 0.224
32. H 0.415
33. H 0.244
34. H 0.205
35. H 0.211
36. H 0.220
37. H 0.213
38. H 0.226
39. H 0.384
40. H 0.255
41. H 0.246
42. H 0.236
43. H 0.216
44. H 0.228
45. H 0.233

2 | Entry from the Open Molecules 2025 dataset: a structure of composition C16H22N4O2S (wB97M-V/def2-TZVPD).

## Properties
LUMO: 0.52 eV
Kohn-Sham gap: 9.64 eV

Cartesian coordinates (Å):
C  -2.3339  0.1795  -3.1254
C  -2.0273  0.9871  -1.8719
C  -2.4582  0.2984  -0.5559
C  -3.9728  0.0785  -0.5038
C  -1.7949  -1.0109  -0.4252
N  -1.2960  -2.0367  -0.2877
C  -2.0326  1.1600  0.6625
O  -2.8535  1.5745  1.4572
N  -0.7103  1.4211  0.7632
C  -0.1754  2.1344  1.9137
C  0.1802  1.1698  3.0126
C  1.3645  1.0168  3.5966
C  2.6139  1.7891  3.2677
N  3.4992  1.0737  2.3163
C  2.8825  0.7472  1.1060
O  2.5890  1.5996  0.2980
C  2.7491  -0.7274  0.8020
C  2.1359  -1.0571  -0.5239
C  1.7766  -2.3007  -0.9411
C  1.1652  -2.2648  -2.2260
C  0.5941  -3.4592  -2.9187
N  1.0778  -1.0750  -2.7653
S  1.7117  0.0612  -1.7563
H  -1.9470  0.6974  -4.0025
H  -1.8469  -0.7962  -3.0863
H  -3.4044  0.0341  -3.2687
H  -0.9579  1.1949  -1.8388
H  -2.5382  1.9532  -1.8991
H  -4.2672  -0.3321  0.4587
H  -4.4789  1.0340  -0.6322
H  -4.2822  -0.6046  -1.2922
H  -0.0571  1.0160  0.1075
H  0.6797  2.7179  1.5826
H  -0.9546  2.8131  2.2606
H  -0.6388  0.5275  3.3230
H  1.4643  0.2487  4.3587
H  2.3831  2.7583  2.8305
H  3.1989  1.9800  4.1660
H  3.8345  0.2281  2.7665
H  3.7492  -1.1684  0.8800
H  2.1518  -1.1785  1.6005
H  1.8967  -3.1998  -0.3534
H  1.3207  -4.2708  -2.9719
H  -0.2712  -3.8204  -2.3590
H  0.2803  -3.1916  -3.9249

natural (NBO) charges, unit e, in atom order:
1. C -0.616
2. C -0.373
3. C -0.258
4. C -0.583
5. C 0.324
6. N -0.355
7. C 0.706
8. O -0.617
9. N -0.620
10. C -0.281
11. C -0.160
12. C -0.225
13. C -0.266
14. N -0.622
15. C 0.722
16. O -0.583
17. C -0.561
18. C -0.201
19. C -0.289
20. C 0.218
21. C -0.650
22. N -0.633
23. S 0.650
24. H 0.224
25. H 0.223
26. H 0.204
27. H 0.217
28. H 0.214
29. H 0.236
30. H 0.227
31. H 0.216
32. H 0.416
33. H 0.221
34. H 0.241
35. H 0.216
36. H 0.203
37. H 0.216
38. H 0.216
39. H 0.362
40. H 0.250
41. H 0.254
42. H 0.225
43. H 0.220
44. H 0.238
45. H 0.231

Which structure is the least stable? The one labeled 1.

1 | Entry from the Open Molecules 2025 dataset: an isolated molecule of C4H4F2 (wB97M-V/def2-TZVPD).

## Properties
LUMO: -1.14 eV
Kohn-Sham gap: 8.17 eV

Cartesian coordinates (Å):
C  0.3375  2.4920  0.3404
C  0.3338  0.9896  0.0081
C  -0.5550  -0.0896  0.0062
C  0.0194  -1.4840  -0.1902
F  -0.8356  3.0608  0.5626
F  1.5496  0.5034  -0.3411
H  -1.4689  0.0317  0.4069
H  0.8490  -1.6805  0.5407
H  0.5243  -1.4753  -1.1621
H  -0.7540  -2.3481  -0.1715

natural (NBO) charges, unit e, in atom order:
1. C 0.358
2. C 0.143
3. C -0.089
4. C -0.677
5. F -0.317
6. F -0.337
7. H 0.200
8. H 0.250
9. H 0.243
10. H 0.226

2 | Entry from the Open Molecules 2025 dataset: an isolated molecule of C4H4F2 (wB97M-V/def2-TZVPD).

## Properties
LUMO: 0.31 eV
Kohn-Sham gap: 9.34 eV
structure (SMILES): C=C(F)C(=C)F

Cartesian coordinates (Å):
C  -0.4832  -1.3167  1.2087
C  0.1668  -0.5173  0.2963
F  1.4217  -0.5891  0.2090
C  -0.3528  0.5183  -0.4122
C  0.5397  1.2346  -1.0966
F  -1.7032  0.4399  -0.6938
H  -1.5495  -1.2285  1.6242
H  0.1605  -1.9832  1.7699
H  1.5918  1.4093  -0.9146
H  0.2082  2.0326  -1.9909

natural (NBO) charges, unit e, in atom order:
1. C -0.465
2. C 0.320
3. F -0.292
4. C 0.290
5. C -0.421
6. F -0.318
7. H 0.231
8. H 0.207
9. H 0.236
10. H 0.212

Which structure is the least stable? The one labeled 1.

1 | Entry from the Open Molecules 2025 dataset: the ion C4H10N3O2 with charge +1 (wB97M-V/def2-TZVPD).

## Properties
LUMO (spin up / spin down): -5.78 / -6.47 eV
Kohn-Sham gap (spin up / spin down): 7.64 / 6.72 eV
total charge: +1

Cartesian coordinates (Å):
C  -0.9653  1.3582  -1.0133
C  1.1935  -2.0514  0.3812
C  -0.8930  0.8266  0.4021
C  0.8355  0.3577  0.6664
N  -1.5247  -0.3273  0.8086
N  1.6388  1.5333  0.4675
N  1.3271  -0.6571  -0.0335
O  -2.4097  -0.9267  0.1618
O  1.9507  2.0827  -0.5248
H  -1.9758  1.4900  -1.2848
H  -0.4892  2.3389  -1.0459
H  -0.6111  0.6607  -1.7984
H  0.5797  -2.7084  -0.2509
H  2.1743  -2.5285  0.3136
H  0.8019  -2.0232  1.4899
H  -0.9190  1.4987  1.2544
H  0.7961  0.0962  1.7387
H  1.5055  -0.5703  -1.0879
H  -3.0154  -0.4501  -0.6447

natural (NBO) charges, unit e, in atom order:
1. C -0.692
2. C -0.431
3. C -0.117
4. C 0.107
5. N 0.115
6. N 0.200
7. N -0.538
8. O -0.374
9. O -0.143
10. H 0.239
11. H 0.266
12. H 0.242
13. H 0.230
14. H 0.236
15. H 0.223
16. H 0.284
17. H 0.247
18. H 0.416
19. H 0.489

2 | Entry from the Open Molecules 2025 dataset: the ion C4H10N3O2 with charge +1 (wB97M-V/def2-TZVPD).

## Properties
LUMO: -5.10 eV
Kohn-Sham gap: 8.06 eV
total charge: +1

Cartesian coordinates (Å):
C  -0.5523  0.6263  0.2935
C  1.8221  0.6753  0.0660
C  2.0500  -0.8038  0.1430
C  -1.6467  -1.4112  -0.6284
N  0.6647  1.1048  0.7997
N  -0.4334  -0.5284  -0.2740
N  -1.6159  1.3801  0.5123
O  1.9789  1.0919  -1.2187
O  1.9269  -1.3250  1.2927
H  2.5896  1.3504  0.5842
H  2.3086  -1.4254  -0.7355
H  -1.1692  -2.1348  -1.3562
H  -2.3539  -0.7245  -1.0025
H  -2.0315  -1.8832  0.3033
H  0.6872  2.0949  1.0596
H  -1.5204  2.2242  1.0034
H  -2.4739  1.0373  0.2844
H  1.2270  0.9195  -1.7286
H  2.0052  -2.2484  1.3030

natural (NBO) charges, unit e, in atom order:
1. C 0.586
2. C 0.121
3. C 0.523
4. C -0.423
5. N -0.608
6. N -0.593
7. N -0.772
8. O -0.678
9. O -0.518
10. H 0.262
11. H 0.235
12. H 0.231
13. H 0.192
14. H 0.213
15. H 0.403
16. H 0.410
17. H 0.407
18. H 0.487
19. H 0.522

Which structure is the least stable? The one labeled 1.